[1]
The following is a DFT calculation (ωB97M-V with the def2-TZVPD basis set) of a molecular structure, C35H33ClIrN4S2Si2 in a non-equilibrium geometry.

Its HOMO energy (spin up / spin down) is -7.5 / -9.5 eV. The relative energy (zero: lowest compared OMol25 entry of this formula, charge and spin) is 23.5 kJ/mol. The calculation puts the largest force on an atom at 4.590 eV/A. For the total energy, the calculation gives -95568.702 eV.

ORCA input file:
```
! wB97M-V def2-TZVPD RIJCOSX def2/J DEFGRID3
* xyz 1 5
C -1.652 -0.561 5.040
C -2.110 0.132 3.885
C -1.824 -0.701 2.723
H -2.766 1.009 3.884
C -1.059 -1.855 3.216
C -1.026 -1.756 4.660
H -0.678 -2.529 5.345
H -1.828 -0.244 6.074
H -2.330 -0.672 1.753
H -0.871 -2.750 2.605
Ir 0.274 -0.012 2.747
Si 0.426 0.147 0.468
C -0.572 1.651 0.022
C 0.140 2.692 -0.597
H 1.231 2.651 -0.662
C -0.535 3.775 -1.164
H 0.024 4.525 -1.729
C -1.926 3.897 -1.011
H -2.444 4.764 -1.445
C -2.633 2.914 -0.299
H -3.713 3.046 -0.142
C -1.957 1.797 0.233
H -2.533 1.060 0.813
C -0.287 -1.481 -0.101
C -1.521 -1.503 -0.755
H -2.074 -0.575 -0.925
C -2.045 -2.728 -1.173
H -3.026 -2.737 -1.655
C -1.330 -3.909 -0.959
H -1.759 -4.858 -1.274
C -0.070 -3.875 -0.349
H 0.500 -4.794 -0.199
C 0.458 -2.658 0.081
H 1.446 -2.637 0.552
H 1.611 0.266 1.606
Si 1.890 0.132 -3.355
C 1.418 -1.442 -4.212
C 0.687 -1.412 -5.424
H 0.465 -0.459 -5.910
C 0.205 -2.605 -5.971
H -0.383 -2.571 -6.887
C 0.464 -3.832 -5.346
H 0.060 -4.757 -5.760
C 1.262 -3.861 -4.195
H 1.504 -4.810 -3.713
C 1.757 -2.683 -3.631
H 2.370 -2.714 -2.729
C 0.949 1.536 -4.112
C -0.426 1.669 -3.865
H -0.913 1.020 -3.126
C -1.154 2.650 -4.544
H -2.214 2.769 -4.312
C -0.538 3.475 -5.497
H -1.122 4.228 -6.041
C 0.838 3.334 -5.747
H 1.330 3.970 -6.489
C 1.589 2.384 -5.045
H 2.663 2.280 -5.219
H 3.356 0.416 -3.579
Cl 2.136 -0.031 -1.154
N -1.302 2.985 3.402
C -0.321 2.633 4.221
N 0.420 1.519 4.143
C 1.270 1.433 5.245
C 1.195 2.498 6.130
S 0.010 3.619 5.639
C 1.959 0.215 5.265
C 2.819 -0.390 6.174
S 3.122 -2.011 5.754
C 2.121 -1.816 4.315
N 1.596 -0.592 4.187
N 1.883 -2.845 3.519
H -1.763 3.859 3.612
H -1.431 2.523 2.502
H 1.833 2.588 6.998
H 3.227 0.110 7.037
H 2.329 -3.715 3.766
H 1.297 -2.793 2.689
*
```

[2]
The following is a DFT calculation (ωB97M-V with the def2-TZVPD basis set) of a molecular structure, C6H9N.

Its HOMO energy is -8.4 eV. The relative energy (zero: lowest compared OMol25 entry of this formula, charge and spin) is 537.7 kJ/mol. The calculation puts the largest force on an atom at 0.517 eV/A. For the total energy, the calculation gives -7852.587 eV.

ORCA input file:
```
! wB97M-V def2-TZVPD RIJCOSX def2/J DEFGRID3
* xyz 0 1
C -1.214 -1.601 -0.216
C -0.477 -0.327 0.067
C 0.877 -0.228 0.833
C 1.454 0.285 -0.489
N 0.099 0.570 -1.029
C -0.434 1.666 -0.164
C -0.859 0.767 0.994
H -0.622 -2.309 -0.806
H -2.123 -1.371 -0.780
H -1.510 -2.075 0.725
H 1.232 -1.100 1.379
H 2.136 1.141 -0.473
H 1.907 -0.524 -1.069
H -1.397 2.001 -0.572
H 0.212 2.541 -0.022
H 0.719 0.564 1.622
*
```

> Among the records above, which one has the highest relative energy (zero: lowest compared OMol25 entry of this formula, charge and spin)?

C6H9N

Copy entry 1 word for word.
The following is a DFT calculation (ωB97M-V with the def2-TZVPD basis set) of a molecular structure, C35H33ClIrN4S2Si2 in a non-equilibrium geometry.

Its HOMO energy (spin up / spin down) is -7.5 / -9.5 eV. The relative energy (zero: lowest compared OMol25 entry of this formula, charge and spin) is 23.5 kJ/mol. The calculation puts the largest force on an atom at 4.590 eV/A. For the total energy, the calculation gives -95568.702 eV.

ORCA input file:
```
! wB97M-V def2-TZVPD RIJCOSX def2/J DEFGRID3
* xyz 1 5
C -1.652 -0.561 5.040
C -2.110 0.132 3.885
C -1.824 -0.701 2.723
H -2.766 1.009 3.884
C -1.059 -1.855 3.216
C -1.026 -1.756 4.660
H -0.678 -2.529 5.345
H -1.828 -0.244 6.074
H -2.330 -0.672 1.753
H -0.871 -2.750 2.605
Ir 0.274 -0.012 2.747
Si 0.426 0.147 0.468
C -0.572 1.651 0.022
C 0.140 2.692 -0.597
H 1.231 2.651 -0.662
C -0.535 3.775 -1.164
H 0.024 4.525 -1.729
C -1.926 3.897 -1.011
H -2.444 4.764 -1.445
C -2.633 2.914 -0.299
H -3.713 3.046 -0.142
C -1.957 1.797 0.233
H -2.533 1.060 0.813
C -0.287 -1.481 -0.101
C -1.521 -1.503 -0.755
H -2.074 -0.575 -0.925
C -2.045 -2.728 -1.173
H -3.026 -2.737 -1.655
C -1.330 -3.909 -0.959
H -1.759 -4.858 -1.274
C -0.070 -3.875 -0.349
H 0.500 -4.794 -0.199
C 0.458 -2.658 0.081
H 1.446 -2.637 0.552
H 1.611 0.266 1.606
Si 1.890 0.132 -3.355
C 1.418 -1.442 -4.212
C 0.687 -1.412 -5.424
H 0.465 -0.459 -5.910
C 0.205 -2.605 -5.971
H -0.383 -2.571 -6.887
C 0.464 -3.832 -5.346
H 0.060 -4.757 -5.760
C 1.262 -3.861 -4.195
H 1.504 -4.810 -3.713
C 1.757 -2.683 -3.631
H 2.370 -2.714 -2.729
C 0.949 1.536 -4.112
C -0.426 1.669 -3.865
H -0.913 1.020 -3.126
C -1.154 2.650 -4.544
H -2.214 2.769 -4.312
C -0.538 3.475 -5.497
H -1.122 4.228 -6.041
C 0.838 3.334 -5.747
H 1.330 3.970 -6.489
C 1.589 2.384 -5.045
H 2.663 2.280 -5.219
H 3.356 0.416 -3.579
Cl 2.136 -0.031 -1.154
N -1.302 2.985 3.402
C -0.321 2.633 4.221
N 0.420 1.519 4.143
C 1.270 1.433 5.245
C 1.195 2.498 6.130
S 0.010 3.619 5.639
C 1.959 0.215 5.265
C 2.819 -0.390 6.174
S 3.122 -2.011 5.754
C 2.121 -1.816 4.315
N 1.596 -0.592 4.187
N 1.883 -2.845 3.519
H -1.763 3.859 3.612
H -1.431 2.523 2.502
H 1.833 2.588 6.998
H 3.227 0.110 7.037
H 2.329 -3.715 3.766
H 1.297 -2.793 2.689
*
```

> Look up the largest force on an atom of the second one.

0.517 eV/A

Please write out number 1 again, unchanged.
The following is a DFT calculation (ωB97M-V with the def2-TZVPD basis set) of a molecular structure, C35H33ClIrN4S2Si2 in a non-equilibrium geometry.

Its HOMO energy (spin up / spin down) is -7.5 / -9.5 eV. The relative energy (zero: lowest compared OMol25 entry of this formula, charge and spin) is 23.5 kJ/mol. The calculation puts the largest force on an atom at 4.590 eV/A. For the total energy, the calculation gives -95568.702 eV.

ORCA input file:
```
! wB97M-V def2-TZVPD RIJCOSX def2/J DEFGRID3
* xyz 1 5
C -1.652 -0.561 5.040
C -2.110 0.132 3.885
C -1.824 -0.701 2.723
H -2.766 1.009 3.884
C -1.059 -1.855 3.216
C -1.026 -1.756 4.660
H -0.678 -2.529 5.345
H -1.828 -0.244 6.074
H -2.330 -0.672 1.753
H -0.871 -2.750 2.605
Ir 0.274 -0.012 2.747
Si 0.426 0.147 0.468
C -0.572 1.651 0.022
C 0.140 2.692 -0.597
H 1.231 2.651 -0.662
C -0.535 3.775 -1.164
H 0.024 4.525 -1.729
C -1.926 3.897 -1.011
H -2.444 4.764 -1.445
C -2.633 2.914 -0.299
H -3.713 3.046 -0.142
C -1.957 1.797 0.233
H -2.533 1.060 0.813
C -0.287 -1.481 -0.101
C -1.521 -1.503 -0.755
H -2.074 -0.575 -0.925
C -2.045 -2.728 -1.173
H -3.026 -2.737 -1.655
C -1.330 -3.909 -0.959
H -1.759 -4.858 -1.274
C -0.070 -3.875 -0.349
H 0.500 -4.794 -0.199
C 0.458 -2.658 0.081
H 1.446 -2.637 0.552
H 1.611 0.266 1.606
Si 1.890 0.132 -3.355
C 1.418 -1.442 -4.212
C 0.687 -1.412 -5.424
H 0.465 -0.459 -5.910
C 0.205 -2.605 -5.971
H -0.383 -2.571 -6.887
C 0.464 -3.832 -5.346
H 0.060 -4.757 -5.760
C 1.262 -3.861 -4.195
H 1.504 -4.810 -3.713
C 1.757 -2.683 -3.631
H 2.370 -2.714 -2.729
C 0.949 1.536 -4.112
C -0.426 1.669 -3.865
H -0.913 1.020 -3.126
C -1.154 2.650 -4.544
H -2.214 2.769 -4.312
C -0.538 3.475 -5.497
H -1.122 4.228 -6.041
C 0.838 3.334 -5.747
H 1.330 3.970 -6.489
C 1.589 2.384 -5.045
H 2.663 2.280 -5.219
H 3.356 0.416 -3.579
Cl 2.136 -0.031 -1.154
N -1.302 2.985 3.402
C -0.321 2.633 4.221
N 0.420 1.519 4.143
C 1.270 1.433 5.245
C 1.195 2.498 6.130
S 0.010 3.619 5.639
C 1.959 0.215 5.265
C 2.819 -0.390 6.174
S 3.122 -2.011 5.754
C 2.121 -1.816 4.315
N 1.596 -0.592 4.187
N 1.883 -2.845 3.519
H -1.763 3.859 3.612
H -1.431 2.523 2.502
H 1.833 2.588 6.998
H 3.227 0.110 7.037
H 2.329 -3.715 3.766
H 1.297 -2.793 2.689
*
```